1.
Density functional theory data (ωB97M-V/def2-TZVPD) for a cluster of 2 separate species, C25H46BF4N8O4PS3 in total.

The geometry in XYZ format:
```
92
Properties=species:S:1:pos:R:3:forces:R:3
C -4.38263 0.99012 -0.26702 0.86 -0.65 -0.21
C -3.49182 -0.08164 0.53501 -2.37 -2.65 0.13
N -4.10384 -1.24524 0.76160 1.88 2.89 -0.65
C -2.05941 0.10690 1.16550 -1.69 0.23 1.31
C -0.72941 0.08375 0.28335 -1.98 3.40 3.39
C 0.33167 0.36707 1.49994 1.49 -0.70 -0.34
C 1.75706 0.93390 1.06920 1.12 0.83 0.27
C 2.98329 0.50518 2.04318 -0.68 -0.65 -0.07
C 2.58980 0.39877 3.58676 2.16 -0.35 -0.13
N 2.35663 1.70633 4.26937 -2.03 -0.28 1.23
C 1.31820 1.59952 5.29513 0.90 5.26 1.06
C 1.18738 2.98586 5.97606 3.42 -2.21 -4.43
C 2.25843 3.83983 5.19250 -0.22 -2.47 -0.45
C 2.99230 2.99475 4.12318 -3.99 0.25 4.12
C -0.97404 1.43383 -0.60898 3.00 0.78 -1.36
C -0.69699 2.87449 0.03007 -0.68 0.69 0.17
C -1.56686 4.02456 -0.74630 1.43 0.03 0.83
S -0.40302 4.84650 -1.98883 0.67 1.11 1.14
C 0.66932 6.00585 -0.99854 2.18 3.64 0.88
N 1.24657 7.25434 -1.43491 -2.50 -3.95 0.57
N 1.94781 7.87258 -0.45160 -1.34 -5.59 4.18
C 1.83523 6.95415 0.66431 -0.24 1.63 -2.96
O 1.06878 5.79590 0.37321 0.77 2.86 -2.15
C 0.15175 1.31469 -1.75548 -1.72 -0.71 0.41
C 0.12796 -0.32224 -1.88457 1.96 3.49 -2.97
P 1.86554 -0.60802 -2.56235 0.44 -1.92 -1.68
S 1.79685 -2.13755 -3.78557 0.09 0.12 0.28
N -0.37329 -1.07908 -0.65011 0.52 0.60 -1.99
C -1.52767 -1.84759 -1.23534 -3.52 -0.71 0.45
C -1.30625 -2.93021 -2.35356 -1.00 -0.07 -1.48
C -2.73067 -3.71046 -2.55072 1.02 -0.62 1.12
C -3.00899 -4.15361 -4.06415 -0.21 -0.53 1.74
S -3.81545 -2.73187 -4.93415 -4.68 1.32 -0.91
O -4.82437 -3.29985 -5.88269 3.75 1.15 1.57
O -4.50230 -1.75373 -4.01045 2.92 -2.32 -1.31
O -2.57751 -1.86976 -5.69251 -1.16 -1.17 1.79
C 0.63823 -2.09261 -0.18910 2.67 -1.58 1.25
C 0.17386 -3.17136 0.90474 0.64 -1.61 1.68
N -0.86663 -2.78174 1.86971 -0.89 0.05 -0.69
N -0.25632 -4.50010 0.32639 0.29 1.52 -0.19
N 1.41919 -3.51621 1.70243 -0.77 0.90 -0.19
H -5.44189 0.92225 0.16867 1.67 0.43 -0.65
H -4.42976 0.61263 -1.36080 0.04 0.75 1.66
H -3.94468 2.04168 -0.25633 -0.82 -1.32 0.10
H -5.04293 -1.23225 0.33154 0.41 0.08 0.27
H -2.03018 -0.53679 2.12535 0.08 0.61 -2.01
H -2.11394 1.17880 1.61414 0.37 -1.60 -1.03
H 0.52045 -0.61109 2.08905 -0.59 1.43 -1.17
H -0.08931 1.09506 2.27989 0.29 -1.11 -1.44
H 2.10606 0.62451 0.01145 -0.78 0.55 1.71
H 1.72683 2.08935 1.11933 -0.07 -1.86 -0.34
H 3.37836 -0.52436 1.69387 -0.50 1.56 0.63
H 3.84836 1.24187 1.91062 -1.24 -1.07 0.19
H 3.49986 -0.08214 4.11941 -1.41 0.59 -0.92
H 1.70438 -0.27621 3.82368 1.10 1.01 -0.58
H 0.70065 0.67690 5.57810 1.47 1.39 -0.94
H 0.50580 3.28679 6.83063 1.14 -0.43 -1.43
H 2.47400 4.94019 5.43723 -0.28 -2.00 -0.59
H 3.82620 3.25218 3.40090 -1.39 -0.63 1.15
H -1.92468 1.50142 -1.23288 0.82 -0.74 1.40
H -0.93503 2.95476 1.14676 0.36 -0.23 -1.49
H 0.40086 3.17143 -0.16428 -1.85 -0.68 0.75
H -2.42348 3.58685 -1.35740 1.07 0.85 0.81
H -1.87207 4.85803 -0.02874 0.03 -1.37 -1.03
H 2.27730 7.09678 1.69919 -0.82 -0.43 -1.63
H 1.19034 1.75590 -1.59962 -1.53 -0.61 0.42
H -0.27790 1.88145 -2.66724 0.89 -1.42 1.04
H -0.51512 -0.38680 -2.83904 0.82 -0.99 1.92
H 2.20023 0.54220 -3.38316 -0.42 -0.27 1.24
H 2.88387 -0.74815 -1.54483 -0.66 0.51 -0.26
H -2.25044 -1.05352 -1.67092 1.14 -1.28 0.72
H -2.13719 -2.34467 -0.38609 1.29 1.01 -1.04
H -1.09460 -2.43597 -3.37236 0.18 -0.72 1.69
H -0.53532 -3.74262 -2.17875 -0.75 1.48 -0.15
H -3.58836 -3.13304 -2.05788 1.07 -0.75 -1.15
H -2.61488 -4.67740 -1.92331 -0.40 1.38 -1.11
H -2.08311 -4.57146 -4.58174 -1.24 1.00 0.47
H -3.78795 -5.00555 -4.01314 0.99 1.66 -0.48
H -2.16363 -1.37035 -4.93827 -0.42 -0.38 -1.00
H 1.05347 -2.76198 -1.03968 -1.09 1.60 0.82
H 1.61995 -1.62986 0.21506 -1.92 -0.16 -0.65
H -0.48728 -2.44174 2.76096 -0.20 -0.46 -0.71
H -1.54259 -3.55310 2.03231 0.83 0.82 -0.08
H 0.39199 -4.74504 -0.44547 -0.68 0.03 0.74
H -1.22750 -4.44570 -0.01683 0.78 -0.03 0.03
H 1.80957 -2.64027 2.10784 -0.20 -0.78 -0.45
H 1.06051 -4.05902 2.51487 0.50 0.27 -0.95
B 5.77486 -2.27389 -1.11611 0.73 -0.55 -0.34
F 5.63581 -1.65665 -2.40359 -0.20 -0.21 0.92
F 5.32402 -3.63118 -1.18669 0.12 1.07 0.13
F 7.14728 -2.24374 -0.71593 -1.19 0.09 -0.22
F 4.97439 -1.55249 -0.15452 -0.06 -0.13 -0.41
```
Forces are in eV/Å.

DFT total energy, Eh: -3679.14959
Kohn-Sham gap, hartree: 0.287
HOMO level, eV: -8.7
Net charge: 0

2.
Density functional theory data (ωB97M-V/def2-TZVPD) for the molecule C34H38N4O4.

The geometry in XYZ format:
```
80
Properties=species:S:1:pos:R:3:forces:R:3
C -8.23454 1.74735 1.92558 -0.11 -0.17 0.15
C -8.60304 0.34224 2.38909 0.10 -0.02 -0.23
C -7.66100 -0.73280 1.84772 -0.01 0.16 0.31
C -6.24663 -0.63151 2.41629 -0.13 -0.16 -0.19
C -5.36208 -1.79056 1.94252 -0.02 0.01 0.08
C -5.35992 -1.92013 0.43548 0.04 -0.08 0.42
O -5.94066 -2.84246 -0.12547 -0.08 -0.36 0.02
N -4.73610 -0.96514 -0.27856 0.12 0.01 -0.29
C -3.94639 0.14576 0.18894 0.33 0.31 0.13
C -2.79881 0.23429 -0.82754 -0.22 0.34 -0.07
C -2.04833 1.57083 -0.85769 0.16 -0.37 0.10
C -0.66039 1.12641 -0.45342 -1.01 -0.33 -0.17
C 0.48268 2.00522 -0.31159 0.69 0.34 0.13
C 0.38101 3.37503 -0.55695 -0.12 -0.27 0.00
C 1.49684 4.18020 -0.42211 0.04 -0.04 0.02
C 2.71805 3.65303 -0.04215 0.10 0.15 -0.01
C 2.82821 2.28612 0.20577 -0.32 0.19 -0.11
N 4.02248 1.67632 0.59507 -0.11 -0.26 0.32
C 5.29410 2.14909 0.45947 0.18 -0.28 0.22
O 5.56786 3.28127 0.12930 0.06 0.26 -0.14
C 6.38771 1.14231 0.79478 -0.08 0.02 -0.02
C 6.03567 -0.34714 0.64306 0.18 0.09 -0.04
C 5.24827 -0.66252 -0.61050 -0.10 -0.14 -0.03
C 5.37129 0.08028 -1.77850 -0.01 -0.07 0.04
C 4.62029 -0.24046 -2.89585 0.03 0.04 -0.09
C 3.73875 -1.30661 -2.86457 -0.05 -0.05 -0.07
C 3.61551 -2.05865 -1.70924 -0.07 -0.06 -0.04
C 4.36624 -1.73771 -0.59333 0.06 0.07 0.04
C 7.31483 -1.15999 0.68001 -0.05 -0.08 0.19
C 7.68067 -1.83378 1.83714 -0.04 0.05 -0.02
C 8.85792 -2.55935 1.88934 0.09 -0.07 0.06
C 9.68394 -2.62106 0.78108 0.07 -0.07 0.05
C 9.32543 -1.95385 -0.37797 0.04 0.03 -0.07
C 8.14970 -1.22756 -0.42796 0.01 0.01 0.02
C 1.71117 1.47168 0.07028 -0.04 0.19 -0.05
N -0.59261 -0.13138 -0.25105 0.85 0.38 0.18
O -1.78961 -0.73701 -0.45432 -0.66 -0.44 -0.10
C -3.46171 -0.19655 -2.13860 0.00 0.04 0.18
C -4.65252 -1.06501 -1.73538 -0.12 -0.09 -0.41
C -5.96801 -0.54297 -2.35946 0.33 -0.33 0.11
N -6.97946 -1.41088 -2.22902 -0.55 -0.32 -0.04
O -6.05327 0.53937 -2.89862 -0.03 0.42 -0.17
H -8.16306 1.78331 0.84040 0.03 0.05 -0.14
H -8.99306 2.45960 2.24197 -0.01 0.13 0.00
H -7.28269 2.06281 2.34558 0.11 0.10 0.00
H -9.61656 0.11549 2.05113 -0.03 -0.02 0.09
H -8.60407 0.30741 3.48099 -0.08 -0.05 0.05
H -7.61962 -0.65430 0.75875 -0.05 -0.06 -0.09
H -8.06680 -1.71760 2.08921 0.01 -0.08 -0.08
H -6.29294 -0.65295 3.50777 0.05 0.07 0.01
H -5.80228 0.31865 2.12062 0.04 0.08 0.08
H -4.34304 -1.66970 2.31441 0.03 -0.04 0.01
H -5.75929 -2.72984 2.33150 0.09 0.03 -0.09
H -4.53442 1.07185 0.15821 0.09 0.01 0.05
H -3.56589 -0.02018 1.19615 -0.02 0.08 -0.04
H -2.04610 2.01720 -1.85265 -0.04 0.07 0.03
H -2.45913 2.29105 -0.14873 -0.01 0.07 -0.04
H -0.56146 3.80783 -0.85439 -0.12 0.03 -0.04
H 1.41672 5.23953 -0.61450 0.01 0.09 -0.01
H 3.58520 4.28398 0.05342 0.02 0.01 0.02
H 3.91773 0.69557 0.81170 0.11 0.16 -0.08
H 6.69288 1.32998 1.82857 0.05 0.01 -0.06
H 7.24713 1.39621 0.17099 -0.09 0.05 0.03
H 5.43655 -0.65705 1.50933 0.03 0.00 -0.10
H 6.03986 0.92664 -1.82149 0.09 0.14 0.01
H 4.72249 0.35104 -3.79370 0.00 0.05 -0.07
H 3.14909 -1.54951 -3.73562 -0.05 -0.02 -0.07
H 2.92889 -2.89103 -1.67334 -0.07 -0.07 0.00
H 4.26526 -2.32773 0.30769 0.00 -0.05 0.10
H 7.04069 -1.79170 2.70787 -0.09 0.01 0.07
H 9.12899 -3.07784 2.79733 0.02 -0.05 0.07
H 10.60217 -3.18798 0.81934 0.07 -0.05 0.00
H 9.96411 -1.99981 -1.24780 0.05 0.00 -0.07
H 7.87428 -0.71731 -1.33886 -0.02 0.03 -0.11
H 1.77667 0.40885 0.24777 0.08 -0.15 0.03
H -3.83907 0.67800 -2.67430 0.05 -0.06 0.04
H -2.75697 -0.73230 -2.77095 0.03 0.03 0.01
H -4.53049 -2.11907 -2.00287 -0.01 0.13 0.05
H -7.89826 -1.14630 -2.54596 0.09 0.07 0.00
H -6.85697 -2.23453 -1.64664 0.02 0.12 -0.06
```
Forces are in eV/Å.

DFT total energy, Eh: -1838.44835
Kohn-Sham gap, hartree: 0.333
HOMO level, eV: -8.5
SMILES: CCCCCC(=O)N1C[C@]2(CC(c3cccc(NC(=O)CC(c4ccccc4)c4ccccc4)c3)=NO2)C[C@@H]1C(N)=O
Net charge: 0
ΔE to the lowest compared entry with this formula, charge and spin, kJ/mol: 17.6

3.
Density functional theory data (ωB97M-V/def2-TZVPD) for a cluster of 2 separate species, C4H13NO in total.

The geometry in XYZ format:
```
19
Properties=species:S:1:pos:R:3:forces:R:3
C 0.93990 1.13107 -1.49396 -1.24 -0.11 -0.73
C 1.57792 1.14201 -0.09964 -0.96 0.71 -0.19
C 0.48934 1.32881 0.97378 1.39 0.83 1.53
N -0.07614 0.03511 1.37374 -1.69 0.37 -0.74
C -1.56934 0.08365 1.32473 1.25 -0.13 1.09
H 0.71050 2.10566 -1.95405 0.74 0.25 0.62
H 1.48571 0.59522 -2.26543 0.21 -0.24 0.12
H -0.09316 0.75752 -1.49808 0.26 -0.68 0.27
H 2.02841 0.19270 0.19235 0.52 0.11 -0.51
H 2.30145 1.95871 -0.16702 0.21 -0.27 0.75
H 0.84990 1.79097 1.93138 0.60 -0.51 -0.68
H -0.19036 2.14573 0.73029 -0.83 -0.54 -0.83
H 0.15897 -0.70548 0.72193 0.42 0.26 -0.16
H -1.87813 0.85329 2.03989 -0.22 -0.10 -0.23
H -1.94566 0.30661 0.32696 -0.23 -0.05 -0.04
H -1.89566 -0.88268 1.71250 -0.43 0.10 -0.28
O -1.10455 -3.95780 -1.46383 0.33 -0.05 -0.29
H -1.42103 -4.35732 -0.65582 -0.19 -0.10 0.32
H -0.36810 -4.52375 -1.72973 -0.14 0.16 -0.01
```
Forces are in eV/Å.

DFT total energy, Eh: -290.15331
Kohn-Sham gap, hartree: 0.350
HOMO level, eV: -8.7
SMILES: CCCNC.O
Net charge: 0
ΔE to the lowest compared entry with this formula, charge and spin, kJ/mol: 114.6

4.
Density functional theory data (ωB97M-V/def2-TZVPD) for a cluster of 6 separate species, C8H26IN4O8 in total.

The geometry in XYZ format:
```
47
Properties=species:S:1:pos:R:3:forces:R:3
I 0.55874 0.25503 -1.28125 0.09 0.06 0.10
C 1.39783 -3.81136 0.49942 -0.65 1.40 0.61
C 1.84276 -3.73149 -0.96125 0.20 0.03 0.27
O 2.69827 -2.59068 -1.12311 -0.86 -0.02 -0.24
O 2.40727 -3.37426 1.39734 0.40 -0.40 -0.24
H 0.96641 -4.73805 0.87987 0.42 -0.37 -0.43
H 0.56124 -3.09086 0.58080 0.11 -0.07 -0.03
H 0.91858 -3.60970 -1.53630 0.25 -0.21 -0.32
H 2.42025 -4.59454 -1.30040 -0.14 -0.04 0.05
H 2.09597 -1.83229 -1.31137 0.52 -0.14 0.23
H 2.95554 -2.76362 0.87274 -0.24 -0.10 0.13
C -2.47110 -3.72258 -1.82121 1.87 1.04 -0.48
C -2.18673 -2.76219 -2.95727 -0.59 0.91 -2.67
O -2.45197 -1.35013 -2.78091 1.02 -0.91 1.11
O -3.80155 -3.83542 -1.48293 -0.58 0.48 0.89
H -1.82501 -3.33785 -1.01081 -0.35 -0.34 0.35
H -2.03736 -4.67762 -2.12771 -0.27 -0.24 0.06
H -2.78768 -2.97918 -3.86178 -0.36 -0.38 0.63
H -1.19315 -2.88343 -3.42413 0.27 -0.09 0.89
H -1.65827 -1.00272 -2.31214 -0.63 0.14 -0.36
H -3.95163 -3.11937 -0.82863 -0.33 -0.36 -0.25
C 2.52249 3.93660 -1.39578 -1.27 -0.45 0.17
C 3.40857 5.02388 -0.82962 0.26 -0.05 0.00
O 3.17095 6.32298 -1.38108 -0.16 -0.06 0.28
O 1.16090 4.02945 -0.85299 1.41 0.11 -0.64
H 2.88427 2.92067 -1.17116 0.26 0.39 0.13
H 2.55405 4.00460 -2.50161 -0.40 0.12 0.36
H 4.45328 4.70428 -0.98048 -0.15 0.22 0.04
H 3.23637 5.13908 0.24437 0.00 -0.15 -0.10
H 3.71226 6.48868 -2.15351 0.09 -0.29 -0.11
H 0.87543 3.12164 -0.66521 -0.08 0.16 -0.36
C 0.07297 2.47884 3.03324 -0.23 -1.06 0.34
O -0.43068 1.40951 3.38902 0.16 1.03 -0.69
N -0.07568 3.63142 3.81682 0.51 -1.10 -0.48
N 0.86494 2.68337 1.92073 0.24 0.19 0.12
H -0.16734 4.49599 3.31727 -0.13 0.18 0.12
H -0.64317 3.43766 4.62427 -0.17 0.38 -0.06
H 1.00110 2.03138 1.14089 -0.54 -0.32 0.95
H 1.70405 3.18861 2.15086 -0.08 0.39 -0.29
C -3.37465 -1.02286 1.46908 -0.79 0.39 -0.42
O -4.11127 -1.82597 0.87640 1.08 0.30 0.33
N -2.33444 -0.32491 0.90573 -0.19 -0.33 0.89
N -3.70275 -0.64680 2.76573 -0.09 -0.57 -0.66
H -1.83225 -0.66977 0.10106 -0.34 -0.12 -0.15
H -1.72620 0.14889 1.55902 0.10 0.07 -0.04
H -4.45653 -1.16714 3.16734 -0.11 -0.02 0.03
H -3.22508 0.01224 3.34061 0.49 0.21 -0.07
```
Forces are in eV/Å.

DFT total energy, Eh: -1439.20308
Kohn-Sham gap, hartree: 0.295
HOMO level, eV: -5.5
Net charge: -1
ΔE to the lowest compared entry with this formula, charge and spin, kJ/mol: 27.9

5.
Density functional theory data (ωB97M-V/def2-TZVPD) for a cluster of 3 separate species, C6H18NO3 in total.

The geometry in XYZ format:
```
28
Properties=species:S:1:pos:R:3:forces:R:3
C -0.45690 -2.53033 -0.09979 1.82 0.29 -0.07
O -1.60623 -3.15588 -0.04647 -0.70 -0.81 0.57
C -0.59915 -0.98329 0.31138 -0.62 -0.34 -2.23
C 0.17186 -0.02943 -0.63958 0.24 1.13 0.06
C 1.62472 -0.42155 -0.88032 1.35 -0.61 0.87
C 2.47469 -0.31248 0.46772 -1.42 -0.19 -2.15
C 3.08953 1.06069 0.56063 -0.68 1.14 1.02
N -2.07125 -0.63351 0.17469 0.87 -1.84 0.24
H 0.46973 -2.93802 0.50383 -1.07 0.23 0.02
H 0.02739 -2.60919 -1.12721 -0.37 0.55 0.07
H -0.31315 -0.79153 1.34206 0.04 -0.06 0.21
H -0.30081 0.16349 -1.63608 -0.15 -0.62 0.81
H 0.13035 0.94814 -0.12553 0.31 -0.02 -0.44
H 2.21236 0.12177 -1.63496 -0.72 0.30 -0.09
H 1.62544 -1.45544 -1.22604 0.08 -0.08 0.08
H 3.23463 -1.09555 0.47868 -0.22 -0.10 0.34
H 1.63240 -0.46216 1.16327 1.25 -0.06 0.65
H 2.28673 1.80345 0.61158 -0.19 -0.04 0.10
H 3.62015 1.18464 1.51042 0.31 0.04 -0.20
H 3.67468 1.46572 -0.27098 0.33 -0.82 -0.04
H -2.45877 -1.43081 0.73577 0.03 0.87 0.16
H -2.29458 -1.16615 -0.68067 0.07 0.71 -0.27
H -0.83787 3.16560 -1.42044 0.09 0.00 -0.34
H -0.98771 3.20852 0.05800 0.41 0.25 -0.40
O -0.48539 3.65369 -0.67492 -0.26 -0.01 0.47
H -1.90534 1.73069 1.67139 -0.09 0.16 0.35
H -1.82456 1.09837 0.31976 -0.91 0.50 0.33
O -1.96221 2.00452 0.75519 0.20 -0.59 -0.13
```
Forces are in eV/Å.

DFT total energy, Eh: -519.85905
Kohn-Sham gap, hartree: 0.248
HOMO level, eV: -3.2
Net charge: -1
ΔE to the lowest compared entry with this formula, charge and spin, kJ/mol: 124.5

- net charge of number 5 (C6H18NO3)?
  -1

- HOMO level of number 4 (C8H26IN4O8)?
  -5.5 eV

- The lowest Kohn-Sham gap belongs to which entry?
  C6H18NO3

- Look up the HOMO level of the fifth one.
  -3.2 eV